{"formula": "C2H7I2NSi", "method": "the ωB97M-V functional and the def2-TZVPD basis", "e_homo_ev": [-7.7945, -9.2725], "e_above_lowest_kcal_mol": 18.3, "max_force_ev_per_a": 4.1, "homo_lumo_gap_ev": [7.347, 7.900], "symbols": ["C", "C", "N", "Si", "I", "I", "H", "H", "H", "H", "H", "H", "H"], "xyz": [[-0.81171, -0.27553, -0.49471], [1.48759, -0.74581, -0.54717], [0.43025, -0.59205, 0.28345], [0.68816, 2.57712, 1.17147], [1.78485, 3.02693, -1.00610], [-1.25621, 4.02550, 1.45441], [-1.54464, 0.03272, 0.21752], [-0.56136, 0.67264, -1.21682], [-1.18595, -1.11489, -1.05703], [1.37835, -1.66914, -1.13886], [1.57420, 0.05378, -1.35234], [2.50939, -0.70809, -0.07833], [1.79278, 2.47862, 2.16621]], "lowdin_charge": [-0.1650, -0.2938, -0.0998, -0.3029, 0.3091, 0.2986, 0.0395, 0.0957, 0.0641, 0.0951, 0.0232, 0.0885, -0.1523]}

{"formula": "C2H7IN", "method": "the ωB97M-V functional and the def2-TZVPD basis", "e_homo_ev": [-13.4239, -12.9054], "e_above_lowest_kcal_mol": 89.0, "max_force_ev_per_a": 3.3, "charge": 1, "homo_lumo_gap_ev": [9.071, 7.123], "symbols": ["C", "C", "N", "I", "H", "H", "H", "H", "H", "H", "H"], "xyz": [[-1.37309, 0.11897, -1.70885], [0.68278, 0.23726, 0.13315], [0.46459, -0.26465, 1.52054], [2.50314, -0.60443, -0.65467], [-2.15514, -0.41764, -1.11291], [-1.13376, 1.12515, -1.42372], [-0.71882, -0.35567, -2.42857], [0.68140, 1.34679, 0.14448], [-0.17861, 0.34807, 2.00785], [-0.00544, -1.13385, 1.43778], [1.23295, -0.39999, 2.08492]], "lowdin_charge": [0.1787, -0.6053, 0.0896, 0.8427, 0.0401, -0.0156, 0.0162, 0.0454, 0.1661, 0.1404, 0.1017]}

{"formula": "C2H7IrO3", "method": "the ωB97M-V functional and the def2-TZVPD basis", "e_homo_ev": [-18.4258, -18.2907], "spin_multiplicity": 5, "max_force_ev_per_a": 3.6, "charge": 2, "homo_lumo_gap_ev": [7.913, 4.000], "symbols": ["O", "C", "C", "O", "H", "H", "H", "H", "H", "H", "Ir", "O", "H"], "xyz": [[0.71274, 0.90942, 0.07445], [-0.66074, 0.73809, 0.45721], [-1.30457, -0.38673, -0.33310], [-2.61568, -0.52777, 0.16019], [0.81570, 1.38051, -0.79094], [-1.18475, 1.68843, 0.29950], [-0.66465, 0.50604, 1.52872], [-0.71882, -1.31173, -0.19463], [-1.30107, -0.13365, -1.40651], [-3.05434, -1.25425, -0.28939], [2.19610, 0.02628, 0.74774], [3.70437, -0.38174, -0.05892], [4.07572, -1.25293, -0.19433]], "lowdin_charge": [-0.2503, -0.1385, -0.2357, 0.0181, 0.2001, 0.1742, 0.1532, 0.1312, 0.1492, 0.1280, 1.7941, -0.2231, 0.0996]}

{"formula": "C2H7MgO2", "method": "the ωB97M-V functional and the def2-TZVPD basis", "e_homo_ev": -0.9242, "max_force_ev_per_a": 3.9, "charge": -1, "homo_lumo_gap_ev": 4.512, "symbols": ["C", "H", "H", "H", "O", "Mg", "H", "O", "C", "H", "H", "H"], "xyz": [[0.01526, -0.49751, 2.39888], [0.31659, 0.26786, 3.13825], [-0.27294, -1.33312, 3.06301], [0.98026, -0.55517, 1.87415], [-3.44615, 0.08319, 2.68308], [-2.19869, -0.95896, 3.76002], [-1.25637, 0.61456, 1.28523], [-0.92699, -0.37152, 1.36646], [-4.71854, -0.31698, 2.11333], [-4.79946, -0.06583, 1.03811], [-4.99854, -1.37883, 2.26619], [-5.53381, 0.23545, 2.62153]], "lowdin_charge": [-0.3783, 0.0603, -0.0696, 0.0675, -0.6052, 0.2164, 0.1355, -0.2029, -0.3392, 0.0435, 0.0320, 0.0399]}

{"formula": "C2H7N", "method": "the ωB97M-V functional and the def2-TZVPD basis", "smiles": "C=C.N", "e_homo_ev": -9.6621, "e_above_lowest_kcal_mol": 25.0, "max_force_ev_per_a": 0.9, "homo_lumo_gap_ev": 10.872, "symbols": ["N", "H", "H", "H", "C", "C", "H", "H", "H", "H"], "xyz": [[1.70907, -0.54195, 1.43481], [1.27867, 0.23100, 1.90458], [2.59852, -0.83067, 1.79598], [1.11217, -1.31068, 1.19805], [-0.99956, -0.06791, -0.59971], [-1.28753, 0.83950, -1.52304], [-1.60715, -0.12852, 0.29924], [-0.11499, -0.68710, -0.65788], [-1.86559, 1.73078, -1.34984], [-0.82361, 0.76556, -2.50219]], "lowdin_charge": [0.0219, 0.0032, -0.0009, -0.0101, -0.0947, -0.0799, 0.0464, 0.0292, 0.0411, 0.0438]}

{"formula": "C2H7N", "method": "the ωB97M-V functional and the def2-TZVPD basis", "smiles": "CNC", "e_homo_ev": -8.8869, "e_above_lowest_kcal_mol": 10.5, "max_force_ev_per_a": 2.3, "homo_lumo_gap_ev": 10.130, "symbols": ["C", "C", "H", "H", "H", "H", "H", "H", "H", "N"], "xyz": [[-1.19010, -0.10431, -0.04400], [1.15986, -0.10207, -0.03372], [-1.22421, -0.66247, 0.92506], [-1.20401, -0.82176, -0.91499], [-2.09064, 0.51699, -0.12595], [-0.00421, 1.46851, 0.47856], [2.11962, 0.47612, -0.21718], [1.22286, -0.85156, -0.80261], [1.20902, -0.61332, 0.94570], [0.00181, 0.69387, -0.21086]], "lowdin_charge": [-0.1738, -0.2002, 0.0790, 0.0916, 0.0721, 0.1123, 0.0954, 0.0634, 0.0766, -0.2163]}

{"formula": "C2H7N", "method": "the ωB97M-V functional and the def2-TZVPD basis", "smiles": "C=N.C", "e_homo_ev": -10.2994, "e_above_lowest_kcal_mol": 28.6, "max_force_ev_per_a": 2.9, "homo_lumo_gap_ev": 11.130, "symbols": ["C", "H", "H", "H", "H", "C", "N", "H", "H", "H"], "xyz": [[0.26145, -2.79882, 2.04190], [1.30050, -3.09742, 2.16328], [0.28266, -1.71777, 2.30043], [-0.28068, -2.78311, 1.10354], [-0.33030, -3.11879, 2.90432], [-0.22439, 1.19308, -1.57073], [-0.06931, 2.35047, -1.06140], [-0.19979, 1.25090, -2.65317], [-0.25572, 0.24332, -1.03004], [-0.21561, 2.29602, -0.04882]], "lowdin_charge": [-0.0576, 0.0174, 0.0140, 0.0111, 0.0144, -0.1442, 0.0047, 0.0506, 0.0594, 0.0301]}

{"formula": "C2H7N2", "method": "the ωB97M-V functional and the def2-TZVPD basis", "smiles": "CNC=[NH2+]", "e_homo_ev": -15.7437, "e_above_lowest_kcal_mol": 13.5, "max_force_ev_per_a": 6.8, "charge": 1, "homo_lumo_gap_ev": 12.116, "symbols": ["C", "N", "C", "N", "H", "H", "H", "H", "H", "H", "H"], "xyz": [[0.90679, -0.38890, -1.40206], [-0.01408, -0.45742, -0.27043], [-0.16349, 0.41629, 0.60735], [-1.02506, 0.47858, 1.70857], [1.67683, 0.43406, -1.16534], [1.39129, -1.37207, -1.47927], [0.24458, -0.15704, -2.24821], [-0.62128, -1.27171, -0.23245], [0.42564, 1.33616, 0.52220], [-1.59538, -0.35760, 1.73642], [-1.22584, 1.33964, 2.22322]], "lowdin_charge": [0.0037, 0.0080, -0.1406, 0.1705, 0.1351, 0.1080, 0.1098, 0.1828, 0.1658, 0.1173, 0.1397]}

{"formula": "C2H7N2", "method": "the ωB97M-V functional and the def2-TZVPD basis", "e_homo_ev": [-10.6672, -16.6129], "spin_multiplicity": 3, "e_above_lowest_kcal_mol": 46.5, "max_force_ev_per_a": 4.9, "charge": 1, "homo_lumo_gap_ev": [6.260, 8.347], "symbols": ["C", "C", "N", "N", "H", "H", "H", "H", "H", "H", "H"], "xyz": [[1.35607, 1.24911, 0.58126], [-0.19318, 0.18379, -1.04594], [0.61911, 0.98332, -0.35303], [-0.97359, -1.21698, 0.27813], [1.29044, 0.90680, 1.65351], [2.13386, 2.05744, 0.64022], [-1.03746, 0.61702, -1.32547], [0.34686, -0.46752, -1.53922], [-0.55897, -1.41217, 1.18028], [-1.04763, -1.95355, -0.39937], [-1.93551, -0.94727, 0.32963]], "lowdin_charge": [0.0949, -0.0687, 0.1125, 0.1875, 0.1400, 0.1421, 0.0540, 0.0512, 0.1009, 0.0950, 0.0904]}

{"formula": "C2H7N2", "method": "the ωB97M-V functional and the def2-TZVPD basis", "e_homo_ev": [-23.6522, -24.3630], "spin_multiplicity": 2, "e_above_lowest_kcal_mol": 54.6, "max_force_ev_per_a": 3.8, "charge": 2, "homo_lumo_gap_ev": [12.363, 8.704], "symbols": ["C", "N", "C", "N", "H", "H", "H", "H", "H", "H", "H"], "xyz": [[-0.83104, 1.38146, 0.53661], [0.26832, 0.48934, 0.01246], [0.01323, -0.82282, -0.13758], [0.92294, -1.55274, -0.79737], [-1.49395, 1.79276, -0.28054], [-0.26969, 2.06864, 1.25980], [-1.48675, 0.74700, 1.07457], [0.96303, 1.00430, -0.51410], [-0.81044, -1.20365, 0.47992], [1.90891, -1.28022, -1.05324], [0.81544, -2.62406, -0.58053]], "lowdin_charge": [0.0992, 0.1957, 0.0224, 0.3545, 0.1860, 0.1788, 0.0925, 0.2014, 0.2018, 0.2198, 0.2479]}

{"formula": "C2H7N2O", "method": "the ωB97M-V functional and the def2-TZVPD basis", "e_homo_ev": -2.8696, "e_above_lowest_kcal_mol": 20.4, "max_force_ev_per_a": 0.5, "charge": -1, "homo_lumo_gap_ev": 7.342, "symbols": ["C", "N", "H", "H", "H", "N", "C", "O", "H", "H", "H", "H"], "xyz": [[-2.49253, 0.74194, 0.52570], [-1.52907, 1.52493, 0.74182], [-3.49606, 1.17227, 0.50634], [-2.32844, -0.31648, 0.32298], [-0.66651, 0.93802, 0.69541], [2.43615, -1.00869, -0.25918], [1.20826, -0.32704, -0.77905], [0.06143, -0.65875, -0.17716], [2.52415, -0.80922, 0.73112], [2.18588, -1.99384, -0.28214], [1.45618, 0.76276, -0.71504], [1.22965, -0.58183, -1.86320]], "lowdin_charge": [-0.2024, -0.0071, 0.0274, 0.0426, 0.0008, -0.0571, -0.6245, -0.3573, 0.0195, 0.0209, 0.0715, 0.0656]}

{"formula": "C2H7N2O", "method": "the ωB97M-V functional and the def2-TZVPD basis", "e_homo_ev": [-15.2324, -15.2241], "e_above_lowest_kcal_mol": 146.0, "max_force_ev_per_a": 6.0, "charge": 1, "homo_lumo_gap_ev": [8.552, 8.536], "symbols": ["C", "C", "N", "N", "O", "H", "H", "H", "H", "H", "H", "H"], "xyz": [[-1.71044, -0.95131, 0.17677], [2.14538, 0.45666, 0.01110], [-0.75287, -0.00123, -0.10400], [1.12164, -0.48769, 0.01403], [1.23121, -1.64418, -0.16803], [-2.56393, -0.60614, -0.43593], [-1.44472, -1.93041, -0.23101], [-2.03944, -1.01182, 1.22075], [2.61756, 0.41255, 1.00592], [1.79092, 1.46993, -0.16475], [2.92537, 0.15763, -0.70457], [-0.74603, 0.82739, 0.48548]], "lowdin_charge": [-0.1251, 0.0227, 0.1043, -0.0826, 0.2106, 0.1430, 0.1093, 0.1050, 0.1464, 0.1194, 0.1380, 0.1090]}